[1]
Below is a 2-piece molecular cluster, C18H31FN4O6P overall in a non-equilibrium geometry, with properties calculated with the ωB97M-V functional and the def2-TZVPD basis.

The geometry in XYZ format:
```
61
Properties=species:S:1:pos:R:3:forces:R:3:nbo_charge:R:1
C 7.741840 -0.861755 -0.136625 0.0 0.0 0.1 -0.242
O 6.683238 0.049316 -0.332227 0.0 0.0 -0.3 -0.556
C 6.918686 1.353707 0.167144 0.0 -0.1 0.2 -0.060
C 6.284670 2.366981 -0.766145 0.0 0.2 0.0 -0.413
C 4.761487 2.399748 -0.668001 -0.1 -0.1 -0.1 -0.403
C 4.237962 3.063488 0.611566 -0.1 0.0 -0.2 -0.399
C 2.880396 2.521614 1.060185 0.0 0.0 0.1 -0.392
C 1.695365 3.112052 0.267198 0.0 -0.2 -0.1 -0.409
C 0.870939 2.098860 -0.554831 0.0 0.0 -0.1 -0.402
C -0.489801 1.727011 0.045535 0.1 -0.1 0.0 -0.265
C -0.306536 0.875169 1.292740 -0.3 0.2 0.1 0.373
F 0.393586 1.487082 2.281577 -0.2 0.1 -0.1 -0.317
N -1.620302 0.489892 1.904420 0.4 -0.9 -0.4 -0.572
C -2.535729 0.042479 1.033650 0.0 0.4 0.2 0.713
N -3.231074 -1.049039 1.192710 -0.1 0.1 0.1 -0.683
N -2.752347 0.779438 -0.135922 0.2 -0.1 -0.1 -0.647
C -1.445729 0.915522 -0.865079 -0.1 0.2 0.2 -0.432
P -1.932811 1.573678 -2.504647 0.3 0.2 0.2 2.366
O -2.967874 0.790524 -3.165308 -0.1 -0.1 -0.1 -1.063
O -2.328004 3.085014 -2.163863 0.0 -0.2 0.2 -0.992
O -0.536412 1.693534 -3.241390 -0.2 -0.1 -0.1 -0.986
H 7.593205 -1.690762 -0.824707 0.0 0.0 0.0 0.192
H 7.756839 -1.249307 0.887657 0.0 0.0 0.0 0.165
H 8.708776 -0.395326 -0.348915 0.0 0.0 0.0 0.168
H 7.992959 1.540341 0.263269 0.0 0.0 -0.1 0.175
H 6.490218 1.432621 1.174682 0.1 0.0 0.0 0.161
H 6.589745 2.120468 -1.784324 0.0 0.0 0.0 0.218
H 6.696509 3.356903 -0.547461 0.0 0.0 0.0 0.205
H 4.394027 1.370192 -0.725788 0.0 0.0 0.0 0.199
H 4.355184 2.915536 -1.542051 0.0 0.0 0.0 0.202
H 4.135823 4.137281 0.429051 0.1 0.1 0.1 0.201
H 4.962477 2.963738 1.421314 0.0 -0.1 0.0 0.207
H 2.886353 1.432626 0.949642 0.0 0.0 0.1 0.187
H 2.746506 2.711165 2.125354 0.0 0.1 0.0 0.214
H 1.035931 3.652837 0.947278 0.0 0.1 -0.1 0.209
H 2.084196 3.845712 -0.439422 0.0 0.1 0.0 0.218
H 0.687500 2.513085 -1.542329 0.0 0.0 0.0 0.241
H 1.455401 1.186633 -0.713228 0.0 0.0 -0.1 0.210
H -1.025263 2.639492 0.327328 0.1 0.1 0.0 0.228
H 0.209722 -0.057286 1.035149 0.2 0.1 0.1 0.165
H -1.487335 -0.078520 2.737770 0.0 0.1 0.0 0.415
H -4.026474 -1.190919 0.584433 0.1 0.0 -0.1 0.448
H -3.043200 -1.750265 1.899289 -0.2 0.1 0.2 0.446
H -3.024684 1.725404 0.125693 -0.1 0.0 0.1 0.401
H -1.053765 -0.088872 -1.055349 0.0 0.0 0.0 0.242
H -3.280859 3.210963 -2.246325 -0.1 0.2 -0.2 0.526
H -0.623678 1.501538 -4.185738 0.1 0.0 -0.1 0.535
C -6.510249 -5.064330 -1.415845 0.0 0.0 0.0 -0.166
C -5.518326 -4.146798 -1.083951 -0.1 -0.1 0.0 -0.207
C -5.237859 -3.922242 0.250625 -0.1 0.1 0.0 -0.227
C -5.945771 -4.603170 1.218662 0.1 0.0 0.1 0.086
C -6.934616 -5.517136 0.917329 0.0 0.0 0.0 -0.202
C -7.210494 -5.741259 -0.424508 0.0 0.0 0.0 -0.192
N -5.598812 -4.312060 2.624503 -0.1 0.1 0.0 0.528
O -4.743706 -3.456465 2.832905 0.0 0.0 0.0 -0.450
O -6.181479 -4.913883 3.489516 0.0 0.0 0.0 -0.320
H -6.738763 -5.254080 -2.455840 0.0 0.0 0.0 0.232
H -4.974909 -3.622083 -1.857831 0.0 0.0 0.0 0.228
H -4.497218 -3.235531 0.619717 0.2 0.0 -0.3 0.203
H -7.465724 -6.029731 1.705744 0.0 0.0 0.0 0.257
H -7.979734 -6.450823 -0.695986 0.0 0.0 0.0 0.235
```
Positions in Å, forces in eV/Å.

## Properties
total charge: +1
spin multiplicity: 1
E: -49414.205 eV

[2]
Below is C47H59Ge2IrN6OP as an isolated structure in a non-equilibrium geometry, with properties calculated with the ωB97M-V functional and the def2-TZVPD basis.

The geometry in XYZ format:
```
117
Properties=species:S:1:pos:R:3:forces:R:3:lowdin_charge:R:1
Ir 0.414266 -0.135316 0.375583 -0.6 -4.1 -0.4 1.088
C 5.090254 -2.370318 -2.313663 0.0 0.0 0.0 -0.061
C 4.867927 -2.784208 -1.007271 0.0 -0.2 0.0 -0.067
C 3.618963 -2.628597 -0.429345 0.0 -0.1 -0.1 -0.068
C 2.584075 -2.026419 -1.141140 0.0 0.0 0.0 -0.327
C 2.805014 -1.622241 -2.451247 -0.1 -0.2 0.0 -0.036
C 4.052362 -1.797547 -3.034529 0.0 0.0 0.0 -0.056
N 1.309699 -1.899059 -0.507520 0.1 2.2 -0.2 -0.030
C 0.646872 -3.057935 -0.296935 0.1 0.0 -0.2 -0.259
C 0.932786 -4.275786 -0.960269 0.1 0.0 0.0 0.016
C 0.190724 -5.396672 -0.683362 0.1 0.3 0.0 -0.034
C -0.840523 -5.356513 0.270194 -0.3 0.1 0.3 -0.055
C -1.129492 -4.183380 0.925485 -0.3 -0.6 0.1 -0.021
C -0.398016 -3.035735 0.622800 0.4 0.1 0.1 -0.264
N -0.607383 -1.797519 1.192696 0.6 0.8 0.0 -0.097
N -1.432076 -1.760388 2.145466 -0.5 -0.5 0.2 0.101
C -1.674081 -0.512796 2.617466 -0.1 0.5 0.5 -0.389
C -2.517308 -0.370249 3.719448 0.1 -0.3 -0.1 0.029
C -2.773943 0.886858 4.209675 0.0 0.1 0.1 -0.014
C -2.201105 1.977684 3.564188 0.0 0.0 0.0 -0.014
C -1.413026 1.759773 2.454061 -0.1 0.0 0.0 -0.162
N -1.123450 0.536724 1.979745 0.7 1.0 -0.3 -0.031
H 6.059059 -2.516499 -2.773696 0.0 0.0 0.0 0.114
H 5.669671 -3.237181 -0.436724 0.0 0.0 0.0 0.119
H 3.435475 -2.963484 0.586630 0.0 0.0 0.0 0.124
H 1.981419 -1.231374 -3.028881 0.1 -0.1 0.0 0.095
H 4.205485 -1.504217 -4.065678 0.0 0.0 0.0 0.110
H 1.719709 -4.301507 -1.700289 0.0 0.0 0.0 0.123
H 0.401821 -6.319543 -1.207689 0.0 0.0 0.0 0.121
H -1.419392 -6.246149 0.477592 0.0 0.0 0.0 0.115
H -1.920173 -4.128031 1.660940 0.0 0.0 0.0 0.116
H -2.955271 -1.266633 4.136839 0.0 0.0 0.0 0.137
H -3.418073 1.028719 5.067610 0.0 0.0 0.0 0.131
H -2.370581 2.987414 3.913074 0.0 0.0 -0.1 0.128
H -0.999548 2.587569 1.909610 -0.1 0.0 0.0 0.053
C -4.553860 2.744021 -2.048744 0.0 -0.1 0.0 -0.214
Ge -2.810817 2.618380 -1.169267 0.3 -0.1 0.0 0.733
C -1.368384 3.019322 -2.429875 -0.1 0.1 0.0 -0.223
C -2.815650 3.948986 0.274378 0.0 -0.2 0.0 -0.222
Ge -2.492742 0.199118 -0.468731 -0.4 0.3 -0.9 1.032
C -3.927385 -0.342605 0.728472 0.3 0.0 0.2 -0.354
C -4.675137 0.658674 1.349069 0.0 0.0 -0.1 -0.134
C -5.769509 0.337970 2.141157 0.0 0.0 0.0 -0.063
C -6.107517 -0.994118 2.340484 0.0 0.0 0.0 -0.053
C -5.369997 -2.001439 1.726991 0.1 0.0 0.0 -0.053
C -4.289612 -1.678469 0.919850 -0.1 0.0 0.0 -0.101
C -2.564434 -1.032749 -1.994954 0.1 0.2 0.1 -0.354
C -2.976326 -0.457423 -3.197683 0.0 0.0 0.1 -0.143
C -3.263400 -1.251260 -4.301885 0.0 0.0 0.0 -0.065
C -3.116674 -2.625612 -4.223403 0.0 0.0 0.0 -0.050
C -2.694258 -3.210381 -3.034516 0.1 0.0 0.1 -0.053
C -2.420785 -2.421476 -1.928378 0.0 0.0 0.0 -0.109
H -4.691039 3.797795 -2.303084 0.0 0.0 0.0 0.037
H -5.367826 2.443120 -1.389685 0.0 0.0 0.0 0.027
H -4.606995 2.159893 -2.965497 0.0 0.0 0.0 0.019
H -1.547902 4.005677 -2.864051 0.0 0.0 0.0 0.042
H -1.349965 2.287716 -3.237993 0.0 0.1 0.0 0.002
H -0.397444 3.034696 -1.933704 0.0 0.0 0.0 0.006
H -2.985598 4.913165 -0.208894 0.0 0.0 0.0 0.039
H -1.876611 4.003415 0.819194 0.0 0.1 -0.1 -0.013
H -3.629325 3.777000 0.978788 0.0 0.0 0.0 0.019
H -4.412574 1.700639 1.199547 0.0 0.0 0.0 0.069
H -6.363207 1.121196 2.595447 0.0 0.0 0.0 0.115
H -6.951202 -1.249124 2.969254 0.0 0.0 0.0 0.116
H -5.648556 -3.038922 1.863969 0.0 0.0 0.0 0.115
H -3.740517 -2.467560 0.420908 0.0 0.0 0.0 0.087
H -3.073097 0.617213 -3.286190 0.0 0.0 -0.1 0.061
H -3.578318 -0.783730 -5.225717 0.0 0.0 0.0 0.117
H -3.325506 -3.244225 -5.086938 0.0 0.0 0.0 0.115
H -2.584304 -4.285841 -2.961033 0.0 0.0 0.0 0.112
H -2.095890 -2.894333 -1.015545 0.0 -0.1 0.0 0.064
N 0.906328 0.523967 -6.268399 -0.1 0.0 0.1 0.203
C 0.209966 0.639059 -5.115194 0.1 0.0 -0.1 -0.470
O -0.989660 0.466874 -5.031574 0.1 0.1 0.0 0.076
C 1.003917 0.995472 -3.885686 0.0 0.0 0.0 -0.119
C 2.139464 1.786514 -3.911538 0.0 0.0 0.0 0.026
C 2.756026 2.100290 -2.711981 0.0 0.1 -0.1 0.003
C 2.205833 1.629598 -1.541587 0.0 0.0 0.0 -0.143
N 1.114669 0.851386 -1.501367 -0.2 0.4 0.8 -0.066
C 0.524042 0.542534 -2.660885 0.0 0.1 0.1 -0.118
H 0.398377 0.293944 -7.107292 0.0 0.0 0.0 0.129
H 1.897928 0.659807 -6.331681 0.0 -0.1 0.0 0.103
H 2.524815 2.194046 -4.838448 0.0 -0.1 0.0 0.131
H 3.643819 2.716949 -2.684204 0.0 0.0 0.0 0.128
H 2.640428 1.890215 -0.594113 0.0 0.0 0.0 0.053
H -0.367033 -0.072923 -2.631053 0.0 0.0 0.0 0.100
C 4.536927 0.131965 0.405121 0.0 0.2 0.0 -0.107
C 4.002190 1.200658 1.349433 0.0 -0.2 -0.3 -0.516
C 5.003254 1.377246 2.501335 -0.1 0.1 0.1 -0.087
P 2.256929 0.821373 1.896602 -0.4 0.0 0.1 1.070
C 2.518953 -0.275830 3.389080 -0.4 -0.1 -0.2 -0.500
C 1.713461 -1.570349 3.266459 0.1 0.0 0.0 -0.117
C 2.218859 0.391934 4.730622 0.1 0.0 0.0 -0.082
C 1.627225 2.500064 2.429561 0.1 -0.1 -0.2 -0.514
C 1.059571 3.231932 1.201276 0.1 0.0 0.1 -0.150
C 2.612484 3.446551 3.120747 -0.1 0.0 0.1 -0.089
H 5.547434 0.393425 0.083513 0.0 0.0 0.0 0.106
H 3.920072 -0.001892 -0.481564 0.1 0.0 0.0 0.047
H 4.590821 -0.826157 0.920927 0.0 0.1 0.0 0.073
H 3.927985 2.152188 0.813359 0.0 0.0 0.1 0.093
H 5.346679 0.410997 2.871657 0.0 0.0 0.0 0.085
H 4.612565 1.947361 3.339428 0.1 0.0 0.0 0.056
H 5.879111 1.905448 2.120028 0.0 0.0 0.0 0.101
H 3.575778 -0.540735 3.347439 0.0 0.1 0.0 0.095
H 0.653270 -1.378824 3.435211 0.1 0.0 0.0 0.053
H 2.047609 -2.286376 4.020283 0.0 0.0 0.0 0.098
H 1.831140 -2.025911 2.282290 0.0 -0.1 0.0 0.042
H 1.166913 0.680237 4.804542 0.0 0.0 0.0 0.081
H 2.836629 1.267836 4.911976 0.0 0.0 0.0 0.060
H 2.424912 -0.321186 5.530572 0.0 0.0 0.0 0.097
H 0.817511 2.273338 3.125851 0.0 0.0 0.0 0.078
H 1.868933 3.618805 0.577805 0.0 0.0 0.0 0.086
H 0.468388 4.094491 1.518978 0.1 0.0 0.0 0.092
H 0.437029 2.585856 0.579428 0.0 0.1 -0.1 0.016
H 3.459219 3.684090 2.476373 0.0 0.0 0.0 0.082
H 2.984362 3.061850 4.065719 0.0 0.1 0.0 0.060
H 2.095092 4.383708 3.338342 0.0 0.0 0.0 0.097
```
Positions in Å, forces in eV/Å.

## Properties
energy relative to the best compared isomer or geometry (same formula, charge and spin): 42.05 kcal per mole
total charge: +2
spin multiplicity: 2
E: -185831.176 eV
⟨S²⟩: 0.8266

[3]
Below is C31H53Cl2N2O3RbSSi2Te as an isolated structure in a non-equilibrium geometry, with properties calculated with the ωB97M-V functional and the def2-TZVPD basis.

The geometry in XYZ format:
```
96
Properties=species:S:1:pos:R:3:forces:R:3:lowdin_charge:R:1
Rb -0.012363 0.006497 0.091478 0.4 -0.4 -1.3 0.876
N -0.183767 -0.725253 3.223100 0.0 0.2 0.0 0.011
C -0.197695 0.241766 4.316021 -0.2 0.1 0.0 -0.291
C 0.457586 1.558087 3.899375 0.1 -0.4 0.0 -0.205
C 1.950164 1.386431 3.621595 -0.1 0.3 -0.1 -0.206
C 2.629998 2.679517 3.149772 0.1 -0.1 0.1 -0.289
N 2.762055 2.702821 1.692909 -0.1 0.0 0.0 0.015
H -0.778107 -0.380269 2.475751 -0.3 0.0 0.3 -0.011
H -0.581884 -1.605702 3.522924 0.1 -0.1 -0.1 0.074
H 0.368871 -0.184913 5.151923 -0.1 0.0 0.0 0.105
H -1.216349 0.462377 4.674937 0.1 0.0 0.1 0.103
H 0.306765 2.294089 4.696120 0.0 0.1 -0.1 0.108
H -0.038810 1.919217 2.993923 -0.1 0.1 0.0 0.096
H 2.052899 0.625840 2.846650 0.1 -0.1 0.1 0.082
H 2.445055 1.016678 4.525124 0.0 -0.1 0.0 0.110
H 3.642025 2.743412 3.565263 -0.1 0.0 0.0 0.096
H 2.064436 3.539756 3.544591 0.1 0.0 0.0 0.100
H 3.141302 3.590164 1.384946 0.0 0.0 0.0 0.063
H 1.841221 2.619200 1.271826 0.0 0.1 -0.1 0.037
Cl -6.225781 4.589146 -0.388718 -0.1 0.0 0.0 0.587
C -4.987058 3.428248 0.045599 0.0 0.3 -0.1 -0.683
C -5.376002 2.134124 0.416209 0.5 -0.1 0.1 -0.140
C -4.401099 1.241793 0.767200 -0.5 -0.1 0.0 -0.577
Cl -4.857085 -0.361740 1.249883 0.0 0.0 0.0 0.681
C -2.988622 1.539577 0.777048 0.2 0.2 0.2 -0.433
O -2.143062 0.687268 1.122498 -1.0 0.3 0.5 -0.275
C -2.661361 2.894269 0.387873 -0.5 -0.5 0.0 -0.128
C -1.306868 3.360469 0.372502 0.5 0.3 0.1 -0.228
O -0.284729 2.752459 0.663152 -0.1 0.2 -0.1 -0.093
C -3.674152 3.801548 0.028321 0.1 -0.1 0.0 -0.089
H -6.419359 1.854343 0.426053 0.0 0.0 0.0 0.099
H -1.213099 4.428865 0.075375 0.0 0.0 0.0 0.121
H -3.398852 4.809112 -0.260947 0.0 0.0 0.0 0.105
C -0.616347 -10.114852 0.199953 0.1 0.1 0.0 -0.081
C -0.073107 -8.712127 0.309055 -0.1 0.0 0.0 -0.307
C 0.254336 -7.971210 -0.817643 0.0 -0.1 0.1 -0.047
C 0.755297 -6.677349 -0.724267 0.1 0.2 -0.1 -0.333
C 1.065938 -5.924129 -1.987983 0.0 -0.1 0.0 -0.126
C 0.961623 -6.073822 0.531537 -0.1 -0.1 -0.1 -0.569
Te 1.852058 -4.143754 0.678647 -0.2 -0.7 0.1 0.743
C 0.607248 -6.820998 1.671717 0.0 0.1 0.1 -0.339
C 0.749067 -6.223869 3.045347 0.0 -0.2 0.0 -0.135
C 0.104946 -8.110884 1.548278 0.0 -0.1 -0.1 -0.053
H -0.928150 -10.327652 -0.823632 0.0 0.0 0.0 0.062
H -1.478341 -10.249026 0.857731 0.0 -0.1 0.0 0.065
H 0.135990 -10.856961 0.484823 0.0 0.0 0.0 0.066
H 0.118726 -8.420039 -1.798644 0.0 0.1 0.0 0.100
H 0.821808 -6.513292 -2.875879 0.0 0.0 0.0 0.063
H 2.122843 -5.652801 -2.019869 0.0 0.1 0.0 0.049
H 0.500872 -4.990965 -2.016561 0.1 0.1 0.0 0.047
H 0.074407 -5.372317 3.157283 0.1 0.1 0.0 0.061
H 1.762923 -5.848193 3.190333 0.0 0.1 0.0 0.032
H 0.521526 -6.961290 3.820262 0.0 0.0 0.0 0.058
H -0.155330 -8.669890 2.444838 0.0 0.0 0.0 0.101
O 2.294666 -0.817007 0.431387 0.3 0.3 0.0 -0.826
S 3.549358 -1.597147 0.532609 1.2 0.6 0.0 0.688
C 4.586344 -1.064665 -0.894885 -0.1 -0.1 0.2 -0.295
C 5.332440 0.185643 -0.468505 0.1 0.0 0.1 -0.247
C 5.837325 -0.118994 0.937097 0.0 0.1 -0.1 -0.248
C 4.610585 -0.599828 1.692892 0.0 -0.4 0.0 -0.286
H 3.907695 -0.905783 -1.728632 -0.1 -0.2 0.0 0.049
H 5.265272 -1.893101 -1.110338 0.0 0.0 -0.1 0.095
H 4.635740 1.026050 -0.422546 0.0 0.0 -0.1 0.106
H 6.144174 0.434732 -1.156642 -0.1 0.0 0.0 0.109
H 6.278213 0.759945 1.414772 0.0 0.0 0.0 0.105
H 6.595756 -0.907147 0.891358 0.0 0.0 0.0 0.106
H 3.972796 0.234798 1.977290 -0.1 0.0 0.0 0.059
H 4.841694 -1.223998 2.555611 -0.1 0.1 0.1 0.084
C -1.702521 -1.635323 -5.463323 0.1 0.1 0.1 -0.213
Si -1.575269 -0.791245 -3.739997 0.1 0.1 0.1 0.345
C -3.202683 0.184522 -3.530697 0.2 0.0 0.0 -0.196
C -1.678419 -2.269969 -2.531979 0.1 0.2 -0.2 -0.188
C -0.129416 0.273846 -3.472510 0.0 -0.4 -0.2 -0.394
Si 1.564945 -0.112762 -3.967308 0.0 0.0 0.1 0.346
C 2.795133 1.150259 -3.217027 -0.1 -0.1 0.0 -0.202
C 2.096202 -1.870568 -3.449554 -0.2 0.3 0.1 -0.196
C 2.063060 -0.106112 -5.834547 -0.2 0.1 0.1 -0.216
H -2.564113 -2.302552 -5.562352 0.0 0.0 0.1 0.006
H -0.799517 -2.230258 -5.630209 0.0 0.0 0.0 0.004
H -1.755364 -0.892755 -6.263660 0.0 0.1 0.0 0.009
H -4.088654 -0.451176 -3.608158 0.0 -0.1 0.0 0.015
H -3.287222 0.972523 -4.283408 0.0 0.0 0.0 0.013
H -3.224052 0.666562 -2.549018 0.0 0.0 0.0 0.008
H -2.273259 -3.096983 -2.929934 -0.1 0.0 0.0 0.017
H -2.116421 -1.979481 -1.572624 0.0 0.0 0.0 0.014
H -0.672201 -2.651349 -2.339156 0.0 0.0 0.1 0.003
H -0.354458 1.342529 -3.416147 0.0 0.0 -0.1 -0.050
H 2.634474 1.245608 -2.139691 0.0 0.0 0.0 0.010
H 2.631322 2.136594 -3.660443 0.0 0.0 0.0 0.016
H 3.843610 0.885272 -3.385696 0.0 0.0 0.0 0.014
H 1.924705 -2.035134 -2.382370 0.0 -0.1 0.0 0.005
H 3.142688 -2.103135 -3.665713 0.0 0.0 -0.1 0.021
H 1.482018 -2.597566 -3.989123 0.0 -0.1 0.0 0.021
H 1.852407 0.860534 -6.301426 0.0 0.0 0.0 0.005
H 1.474680 -0.857480 -6.368819 0.0 0.0 0.0 0.001
H 3.122179 -0.332542 -5.994646 0.0 0.0 0.1 0.004
```
Positions in Å, forces in eV/Å.

## Properties
energy relative to the best compared isomer or geometry (same formula, charge and spin): 10.68 kcal per mole
total charge: -2
spin multiplicity: 1
E: -101717.046 eV